(1)
Entry from OMol25: a molecular structure, C31H50BrFeN3OP2 in a non-equilibrium geometry (the ωB97M-V functional and the def2-TZVPD basis).

Geometry as XYZ:
```
89
Properties=species:S:1:pos:R:3:forces:R:3
C -0.7054 7.0198 -4.4939 -0.1 -0.3 -0.3
C -0.8875 5.6432 -4.7515 0.0 0.5 -0.5
C -1.1935 5.2502 -6.0721 0.0 0.4 0.2
C -1.3077 6.2403 -7.0546 0.1 -0.4 0.7
N -1.1355 7.5298 -6.7908 -0.1 0.4 -0.4
C -0.8432 7.9210 -5.5562 0.0 -0.6 0.4
C -0.7629 4.6618 -3.7057 0.1 -1.0 1.0
C -0.6647 3.8200 -2.8280 -0.2 1.1 -1.1
C -0.5417 2.8543 -1.7784 0.1 -0.4 0.2
C 0.5226 2.9511 -0.8646 -0.1 0.0 0.1
C 0.6814 1.9987 0.1456 0.0 0.0 -0.6
C -0.1805 0.9097 0.1603 0.3 0.2 0.4
C -1.2789 0.8081 -0.6780 0.0 0.0 -0.4
C -1.4617 1.7894 -1.6558 0.3 0.2 0.0
Fe -0.0388 -0.4095 1.6043 -0.5 1.1 1.5
P 1.8701 -1.2811 0.6606 0.5 0.4 -0.5
H -1.3395 4.2065 -6.3361 0.0 0.2 0.1
H -0.4620 7.3891 -3.5014 -0.1 -0.2 -0.1
H -1.5472 5.9644 -8.0826 0.1 0.1 0.2
H -0.7107 8.9910 -5.3873 0.0 -0.3 -0.1
H -2.2991 1.7571 -2.3493 0.1 -0.1 0.2
H 1.2167 3.7855 -0.9625 -0.2 -0.2 0.1
H -1.9697 -0.0263 -0.5643 0.0 0.2 -0.1
H 1.4642 2.0996 0.8865 0.0 0.0 -0.1
C 2.2575 -2.9080 1.3998 -0.1 -0.5 0.2
C 3.2154 -3.8323 0.6289 0.2 -0.1 -0.1
H 1.2878 -3.4215 1.5286 0.3 0.2 0.2
H 2.6801 -2.7215 2.4032 -0.4 0.1 -0.3
H 3.4578 -4.7183 1.2359 -0.2 0.3 -0.1
H 2.7812 -4.1997 -0.3079 0.1 0.1 0.2
H 4.1662 -3.3410 0.4043 -0.2 -0.1 0.0
C 1.6907 -1.4821 -1.1578 -0.5 -0.2 -0.2
C 2.7329 -0.8272 -2.0625 0.3 0.0 -0.2
H 0.7034 -1.0556 -1.3909 0.3 -0.1 0.0
H 1.6204 -2.5574 -1.3695 0.1 0.1 0.1
H 2.4717 -1.0122 -3.1157 0.1 0.0 0.4
H 2.7591 0.2618 -1.9278 0.0 -0.3 0.0
H 3.7431 -1.2297 -1.8946 -0.4 0.2 -0.1
C 3.2840 -0.1551 0.9527 0.1 0.3 0.2
C 4.6650 -0.8106 0.9286 0.4 0.0 0.0
H 3.1256 0.3231 1.9332 0.0 -0.1 -0.3
H 3.2323 0.6515 0.2058 -0.1 -0.3 0.2
H 5.4376 -0.0423 1.0758 -0.3 -0.2 0.0
H 4.7839 -1.5432 1.7347 0.0 0.1 -0.1
H 4.8886 -1.3144 -0.0208 -0.1 0.2 0.3
Br -1.7924 -1.7328 2.3944 0.2 -0.2 -0.3
P -2.7404 -3.7737 -2.5806 2.2 3.4 2.4
C -0.8986 -3.8403 -2.4633 0.1 -0.8 -1.1
C -0.4129 -5.2792 -2.6381 0.4 -0.3 0.0
H -0.5989 -3.4259 -1.4885 -0.4 0.0 -0.2
H -0.4909 -3.1913 -3.2523 -0.2 -0.2 0.1
H 0.6556 -5.2955 -2.8953 -0.3 -0.1 0.1
H -0.5584 -5.8561 -1.7158 0.0 0.1 -0.2
H -0.9702 -5.7828 -3.4402 0.3 0.1 0.2
C -3.1251 -3.5279 -0.7879 -0.7 -1.3 0.1
C -4.5437 -4.0305 -0.5251 -0.5 0.0 0.4
H -3.0066 -2.4667 -0.5308 0.1 -0.1 -0.4
H -2.3942 -4.0881 -0.1871 -0.2 0.0 -0.3
H -4.6996 -4.2119 0.5477 -0.1 0.1 -0.4
H -5.2879 -3.3026 -0.8779 0.1 -0.2 0.2
H -4.7174 -4.9760 -1.0586 -0.1 0.2 0.3
C -2.9596 -2.0541 -3.2374 -1.2 -0.4 -0.8
C -3.1966 -2.1009 -4.7506 0.0 0.2 -0.4
H -2.0692 -1.4564 -2.9874 -0.1 -0.5 0.2
H -3.8270 -1.6127 -2.7237 0.2 -0.2 -0.1
H -3.6517 -1.1639 -5.1000 0.2 -0.3 0.1
H -2.2537 -2.2478 -5.2920 -0.2 0.0 0.1
H -3.8699 -2.9277 -5.0155 0.1 0.3 0.0
C -2.0676 1.4169 4.4935 -0.2 -0.1 -0.2
N -0.8442 1.3183 5.2814 0.6 -0.2 -0.9
C -0.8780 1.7187 6.6815 0.1 0.9 -0.4
C 0.1993 1.0321 7.4712 -0.1 -0.3 0.7
C 1.5418 1.1185 6.7915 0.3 0.6 -0.1
N 1.4175 0.7124 5.4041 -0.3 -0.3 -1.1
C 2.5780 0.1392 4.7405 0.4 0.2 -0.1
C 0.3235 1.0439 4.6392 -0.1 0.2 0.5
O 0.3952 1.1099 3.3714 -0.2 -1.4 -0.4
H -1.9773 2.0777 3.6328 0.2 0.2 0.1
H -2.8568 1.8034 5.1387 0.1 -0.1 -0.1
H -2.3656 0.4317 4.1086 0.1 0.3 0.2
H -0.6839 2.8173 6.7172 -0.4 -0.5 0.1
H -1.8884 1.5105 7.0515 0.4 0.1 0.1
H -0.0645 -0.0087 7.6562 0.0 -0.1 0.0
H 0.2735 1.5493 8.4234 0.0 -0.2 0.3
H 2.2996 0.4794 7.2684 -0.3 0.2 -0.1
H 1.9093 2.1694 6.8347 0.0 -0.6 0.0
H 3.4015 0.8620 4.6633 -0.1 0.0 -0.1
H 2.9922 -0.7284 5.2822 -0.5 0.3 0.0
H 2.2951 -0.1668 3.7264 0.1 0.0 0.4
```
Positions in Å, forces in eV/Å.

Output
* HOMO (alpha / beta): -12.692 / -12.744 eV
* LUMO (alpha / beta): -7.1 / -9.6 eV
* expectation value of S²: 6.277
* net charge: +2
* 2S+1: 5
* calculated total energy: -162466.9150 eV
* orbital gap (alpha / beta): 0.20603 / 0.11737 Eh
* ΔE to the lowest compared entry with this formula, charge and spin: 0.000 eV

Mulliken population analysis, charges in e, atoms 1 to 2: atom 1 (C): -0.47, atom 2 (C): 0.54



(2)
Entry from OMol25: a molecular structure, C31H50BrN2O5PSbV (the ωB97M-V functional and the def2-TZVPD basis).

Geometry as XYZ:
```
92
Properties=species:S:1:pos:R:3:forces:R:3
V -0.4077 0.0116 0.2046 -0.1 0.1 -0.8
O -3.3217 -2.8080 -3.1720 0.0 0.0 0.0
C -2.0027 -3.1125 -3.0278 0.0 0.0 0.1
C -1.5046 -4.3774 -3.3287 0.0 0.1 0.0
C -0.1619 -4.6510 -3.1421 0.0 -0.1 0.0
C 0.6959 -3.6723 -2.6544 0.0 0.0 0.0
C 0.1909 -2.4189 -2.3639 0.0 0.1 0.0
C -1.1573 -2.1139 -2.5416 0.0 -0.1 -0.1
C -1.7197 -0.7529 -2.2150 -0.3 0.2 0.5
O -1.8042 -0.5572 -0.8132 0.0 -0.2 0.3
N -0.9401 0.3803 -2.7004 0.0 0.1 -0.2
N 0.0738 0.7187 -1.8590 0.2 0.0 0.2
C 1.0664 1.4012 -2.3023 0.0 -0.1 0.1
C 2.1284 1.8303 -1.4359 0.2 0.1 0.0
Br 2.0196 1.0733 0.3337 0.1 -0.1 0.2
C 3.1834 2.6207 -1.6911 -0.1 -0.1 0.1
C 3.4525 3.3811 -2.9063 -0.1 -0.1 0.0
C 4.7898 3.6361 -3.2226 0.0 0.0 -0.1
C 5.1142 4.3237 -4.3795 0.0 0.0 0.0
C 4.1062 4.7877 -5.2122 0.0 0.0 0.0
C 2.7723 4.5738 -4.8864 0.0 0.0 0.0
C 2.4424 3.8735 -3.7400 0.0 0.1 -0.1
H -3.7807 -3.5231 -3.6262 0.0 0.0 0.0
H -2.1713 -5.1409 -3.7124 0.0 0.0 0.0
H 0.2188 -5.6337 -3.3869 0.0 0.0 0.0
H 1.7480 -3.8832 -2.5219 0.0 0.0 0.0
H 0.8751 -1.6555 -2.0053 0.0 0.0 0.0
H -2.7338 -0.6622 -2.6061 0.1 0.0 -0.2
H -0.6938 0.3740 -3.6838 0.0 -0.1 0.0
H 1.1521 1.6558 -3.3553 0.0 0.0 0.0
H 3.9443 2.6985 -0.9215 0.0 0.0 0.0
H 5.5756 3.2826 -2.5669 0.0 0.0 0.0
H 6.1506 4.5074 -4.6259 0.0 0.0 0.0
H 4.3577 5.3380 -6.1087 0.0 0.0 0.0
H 1.9913 4.9710 -5.5200 0.0 0.0 0.0
H 1.3991 3.7740 -3.4696 0.0 0.0 0.0
C -0.7985 3.8405 0.8786 0.0 -0.1 0.0
C -0.3501 3.4251 2.2810 0.1 0.3 -0.1
C -0.9481 4.3596 3.3301 -0.1 -0.1 0.1
Sb -0.7466 1.3418 2.6062 -0.1 -0.1 -0.2
C -2.7184 1.1040 3.3860 -0.2 -0.1 0.2
C -2.8818 1.6827 4.7890 0.0 0.0 0.0
C -3.7593 1.6383 2.4093 0.0 0.0 -0.1
C 0.5626 0.6847 4.1724 0.1 -0.1 0.2
C 1.0048 1.8214 5.0898 -0.1 0.1 0.0
C 1.7718 -0.0731 3.6305 0.0 0.0 -0.1
H -0.4568 4.8540 0.6616 0.0 0.0 0.0
H -1.8874 3.8399 0.7960 0.0 0.0 0.0
H -0.4059 3.1888 0.0908 0.0 0.0 0.0
H 0.7426 3.4806 2.3290 0.0 -0.1 0.0
H -2.0340 4.4095 3.2253 0.0 0.0 0.0
H -0.5633 5.3699 3.1797 0.0 0.0 0.0
H -0.7191 4.0700 4.3556 0.0 0.0 0.0
H -2.8166 0.0153 3.4490 0.0 0.0 0.0
H -2.8909 2.7732 4.7772 0.0 0.0 0.0
H -2.0955 1.3563 5.4720 0.0 0.0 0.0
H -3.8340 1.3567 5.2120 0.0 0.0 0.0
H -3.7237 2.7281 2.3471 0.0 0.0 0.0
H -4.7611 1.3662 2.7469 0.0 0.0 0.0
H -3.6342 1.2399 1.3979 0.0 0.0 0.0
H -0.0652 -0.0066 4.7403 0.0 0.0 -0.1
H 1.5665 2.5884 4.5523 0.0 0.0 0.0
H 1.6656 1.4270 5.8644 0.0 0.0 0.0
H 0.1691 2.3071 5.5959 0.0 0.0 0.0
H 2.4876 0.6124 3.1679 0.0 0.0 0.0
H 1.5111 -0.8546 2.9125 -0.1 0.0 0.0
H 2.3017 -0.5617 4.4504 0.0 0.0 0.0
C -5.0555 -2.9499 0.8945 0.0 0.0 0.0
C -3.7966 -2.3362 0.3411 0.2 0.0 0.0
O -2.8532 -2.2023 1.4475 -0.1 0.1 0.1
P -1.3030 -1.9253 1.4646 0.2 -0.1 -0.1
O -1.0131 -2.0640 3.0186 0.0 0.1 0.0
C -1.7734 -2.9019 3.9542 0.1 0.0 -0.1
C -1.3491 -2.5517 5.3539 0.0 0.0 0.0
O -0.5303 -3.0647 0.6895 0.0 0.0 0.0
C -0.4178 -4.4882 0.9916 0.1 0.1 0.0
C -1.6748 -5.2378 0.6314 0.0 0.0 0.0
H -5.7888 -3.0576 0.0952 0.0 0.0 0.0
H -5.4910 -2.3179 1.6676 0.0 0.0 0.0
H -4.8644 -3.9372 1.3136 0.0 0.0 0.0
H -3.9583 -1.3428 -0.0704 -0.1 0.0 0.0
H -3.3290 -2.9589 -0.4221 0.0 0.0 0.0
H -1.5576 -3.9431 3.7152 0.0 0.0 0.0
H -2.8322 -2.7195 3.7842 0.0 0.0 0.0
H -0.2816 -2.7116 5.4994 0.0 0.0 0.0
H -1.8870 -3.1840 6.0599 0.0 0.0 0.0
H -1.5917 -1.5157 5.5907 0.0 0.0 0.0
H -0.1454 -4.5855 2.0430 0.0 0.0 0.0
H 0.4276 -4.8146 0.3897 0.0 0.0 0.0
H -2.5272 -4.9097 1.2261 0.0 0.0 0.0
H -1.5296 -6.3023 0.8169 0.0 0.0 0.0
H -1.9015 -5.1071 -0.4270 0.0 0.0 0.0
```
Positions in Å, forces in eV/Å.

Output
* HOMO (alpha / beta): -13.328 / -13.350 eV
* LUMO (alpha / beta): -6.4 / -6.0 eV
* expectation value of S²: 2.054
* net charge: +2
* 2S+1: 3
* calculated total energy: -157719.6080 eV
* orbital gap (alpha / beta): 0.25471 / 0.27152 Eh
* ΔE to the lowest compared entry with this formula, charge and spin: 0.180 eV

Mulliken population analysis, charges in e, atoms 1 to 2: atom 1 (V): 0.29, atom 2 (O): -0.57